Entry from the Open Molecules 2025 dataset: an isolated ion of composition C16H25BrN2O6PS and charge +1 at a distorted geometry (wB97M-V/def2-TZVPD).

Values from the calculation:
**Molecular weight**: 484.33 g mol⁻¹
**SMILES string**: C=CC(=O)OCCCCCCn1c(COO)c(P(C)O)[n+](S)c1CC(=O)Br
**HOMO energy**: -0.4021 Eh
**Calculated total energy**: -4498.532910 hartree
**Orbital gap**: 7.250 eV
**Net charge**: +1

Bonds (Å) are listed after each position.
Geometry (Å):
1 C -5.290 0.663 -3.336  C2 1.434, H28 1.144, H29 1.148
2 C -6.269 -0.135 -2.657  C1 1.434, C3 1.607, H30 1.149
3 C -5.916 -1.473 -1.840  C2 1.607, O4 1.272, O5 1.426
4 O -6.088 -1.503 -0.580  C3 1.272
5 O -5.394 -2.660 -2.433  C3 1.426, C6 1.454
6 C -4.005 -2.500 -2.833  O5 1.454, C7 1.621, H31 1.149, H32 1.157
7 C -2.991 -2.323 -1.582  C6 1.621, C8 1.633, H33 1.156, H34 1.154
8 C -1.790 -1.262 -1.902  C7 1.633, C9 1.601, H35 1.149, H36 1.160
9 C -0.416 -1.815 -1.294  C8 1.601, C10 1.631, H37 1.157, H38 1.152
10 C 0.869 -0.873 -1.646  C9 1.631, C11 1.591, H39 1.138, H40 1.161
11 C 0.893 0.514 -0.867  C10 1.591, N12 1.483, H41 1.158, H42 1.158
12 N 1.859 0.667 0.248  C11 1.483, C13 1.463, C23 1.427
13 C 1.490 1.471 1.414  N12 1.463, C14 1.602, C17 1.568
14 C 0.138 2.246 1.787  C13 1.602, O15 1.481, H43 1.142, H44 1.154
15 O 0.417 3.685 1.581  C14 1.481, O16 1.371
16 O 1.263 3.704 0.503  O15 1.371, H45 0.985
17 C 2.718 1.494 2.389  C13 1.568, P18 1.918, N21 1.482
18 P 2.808 2.442 4.053  C17 1.918, C19 1.902, O20 1.712
19 C 1.332 1.888 5.117  P18 1.902, H46 1.154, H47 1.145, H48 1.153
20 O 4.203 2.002 4.942  P18 1.712, H49 0.990
21 N 3.781 0.685 1.746  C17 1.482, S22 1.753, C23 1.462
22 S 5.403 0.379 2.337  N21 1.753, H50 1.402
23 C 3.199 0.236 0.482  N12 1.427, N21 1.462, C24 1.591
24 C 4.077 -0.631 -0.523  C23 1.591, C25 1.608, H51 1.146, H52 1.148
25 C 4.192 -2.189 -0.145  C24 1.608, O26 1.264, Br27 1.983
26 O 4.210 -3.033 -1.086  C25 1.264
27 Br 4.355 -2.920 1.691  C25 1.983
28 H -4.293 0.964 -2.861  C1 1.144
29 H -5.522 1.019 -4.402  C1 1.148
30 H -7.358 0.221 -2.738  C2 1.149
31 H -3.890 -1.636 -3.582  C6 1.149
32 H -3.728 -3.459 -3.419  C6 1.157
33 H -2.544 -3.373 -1.398  C7 1.156
34 H -3.554 -2.052 -0.612  C7 1.154
35 H -1.771 -1.154 -3.045  C8 1.149
36 H -2.132 -0.271 -1.406  C8 1.160
37 H -0.429 -1.905 -0.141  C9 1.157
38 H -0.207 -2.829 -1.800  C9 1.152
39 H 1.784 -1.543 -1.545  C10 1.138
40 H 0.752 -0.628 -2.774  C10 1.161
41 H 1.066 1.401 -1.590  C11 1.158
42 H -0.164 0.676 -0.422  C11 1.158
43 H -0.756 1.988 1.124  C14 1.142
44 H -0.186 2.054 2.878  C14 1.154
45 H 1.971 4.367 0.672  O16 0.985
46 H 0.811 1.027 4.552  C19 1.154
47 H 1.651 1.529 6.156  C19 1.145
48 H 0.589 2.767 5.182  C19 1.153
49 H 3.953 1.244 5.528  O20 0.990
50 H 6.114 1.582 2.214  S22 1.402
51 H 5.145 -0.217 -0.552  C24 1.146
52 H 3.650 -0.532 -1.584  C24 1.148